{"formula": "C4H9NOS", "method": "the ωB97M-V functional and the def2-TZVPD basis", "symbols": ["C", "C", "C", "S", "N", "C", "O", "H", "H", "H", "H", "H", "H", "H", "H", "H"], "xyz": [[-0.360, -0.716, -1.678], [-0.144, 0.050, -0.373], [1.264, 0.623, -0.316], [1.717, 1.397, 1.260], [-0.447, -0.817, 0.759], [-1.103, -0.356, 1.859], [-1.671, 0.709, 1.922], [-1.408, -1.000, -1.776], [0.321, -1.562, -1.709], [-0.177, -0.074, -2.537], [-0.850, 0.874, -0.344], [2.056, -0.054, -0.615], [1.336, 1.434, -1.041], [0.778, 2.349, 1.197], [-0.260, -1.804, 0.683], [-1.049, -1.052, 2.708]], "orbital_gap_ev": 9.84, "max_force_ha_per_bohr": 0.0208, "homo_ev": -9.0, "energy_ev": -18666.9787, "charge": 0, "multiplicity": 1, "smiles": "C[C@H](CS)NC=O"}

{"formula": "C5H12N3", "method": "the ωB97M-V functional and the def2-TZVPD basis", "symbols": ["C", "C", "N", "C", "N", "C", "C", "N", "H", "H", "H", "H", "H", "H", "H", "H", "H", "H", "H", "H"], "xyz": [[-2.123, -1.176, -0.073], [-1.111, -0.302, 0.480], [-1.211, 0.976, 0.272], [0.097, 1.814, 0.400], [0.885, 1.325, -0.717], [0.944, -0.028, -1.035], [1.629, -0.906, -0.337], [2.269, -0.859, 0.838], [-2.842, -0.525, -0.493], [-2.517, -1.842, 0.781], [-1.656, -1.743, -0.850], [-0.312, -0.638, 1.186], [-1.930, 1.168, -0.329], [-0.004, 2.925, 0.188], [0.390, 1.639, 1.476], [0.581, 1.893, -1.564], [0.521, -0.106, -2.090], [1.488, -1.942, -0.720], [2.397, -1.724, 1.346], [2.505, 0.050, 1.239]], "orbital_gap_ev": [8.37, 8.37], "max_force_ha_per_bohr": 0.0768, "homo_ev": [-12.1, -12.1], "energy_ev": -9841.5148, "charge": 1, "multiplicity": 1, "smiles": "C/C=[NH+]/CN/C=C\\N"}

> Number 2 is which compound?

C5H12N3